ORCA calculation (ωB97M-V with the def2-TZVPD basis set) on a cluster of 2 separate species, H4O2 in total at a distorted geometry.

Output
E_tot (hartree): -152.86804
SMILES string: O.O
Maximum force (eV Å⁻¹): 2.7
Highest occupied orbital energy (hartree): -0.40582
Energy above the lowest of the compared OMol25 structures with the same formula, charge and spin (kcal/mol): 4.3

```
! wB97M-V def2-TZVPD RIJCOSX def2/J DEFGRID3
* xyz 0 1
O 1.641 0.175 0.018
H 0.716 -0.183 -0.230
H 2.276 -0.533 -0.319
O -1.440 0.001 -0.145
H -1.595 -0.433 0.675
H -1.598 0.973 0.001
*
```